# 1
{
  "formula": "C4H11NO2",
  "method": "ωB97M-V/def2-TZVPD",
  "elements": ["C", "C", "C", "O", "N", "C", "H", "H", "H", "H", "H", "H", "H", "H", "H", "O", "H", "H"],
  "xyz": [[0.65, 2.18, -0.77], [-0.25, 1.58, 0.28], [0.15, 0.06, 0.59], [1.19, -0.54, 0.34], [-0.96, -0.67, 1.07], [-0.65, -2.05, 1.44], [0.39, 3.20, -1.06], [1.68, 2.41, -0.45], [0.60, 1.41, -1.55], [-1.25, 1.44, -0.31], [-0.57, 2.14, 1.08], [-1.80, -0.22, 1.41], [0.23, -2.37, 0.93], [-1.53, -2.62, 1.15], [-0.38, -1.99, 2.51], [0.42, -1.38, -2.37], [1.08, -0.58, -2.62], [0.98, -1.99, -1.66]],
  "mulliken_charge": [-0.99, -0.67, 0.69, -0.63, -0.22, -0.86, 0.37, 0.27, 0.12, 0.28, 0.52, 0.24, 0.29, 0.30, 0.30, -0.68, 0.34, 0.34],
  "e_tot_ha": -364.20266,
  "gap_ev": 10.28,
  "smiles": "CCC(=O)NC.O"
}

***

# 2
{
  "formula": "C4H11NO2",
  "method": "ωB97M-V/def2-TZVPD",
  "elements": ["C", "C", "O", "O", "H", "H", "H", "H", "C", "C", "N", "H", "H", "H", "H", "H", "H", "H"],
  "xyz": [[2.90, -0.93, 0.95], [2.02, -0.38, -0.11], [1.31, -1.13, -0.73], [2.30, 0.93, -0.27], [2.36, -1.11, 1.89], [3.74, -0.34, 1.33], [3.43, -1.85, 0.70], [1.55, 1.36, -0.72], [-2.60, -0.40, 0.16], [-1.91, 0.93, 0.00], [-1.08, 1.01, -1.22], [-2.01, -1.27, -0.04], [-3.49, -0.43, -0.49], [-3.05, -0.51, 1.16], [-2.42, 1.88, 0.12], [-1.11, 0.87, 0.76], [-0.40, 0.28, -1.38], [-1.54, 1.07, -2.12]],
  "mulliken_charge": [-1.03, 0.72, -0.54, -0.44, 0.24, 0.33, 0.29, 0.38, -0.97, -0.23, -0.55, 0.26, 0.30, 0.31, 0.36, 0.18, 0.19, 0.20],
  "e_tot_ha": -364.23239,
  "gap_ev": 9.96,
  "smiles": "CC(=O)O.CCN"
}

***

# 3
{
  "formula": "C4H11NO2",
  "method": "ωB97M-V/def2-TZVPD",
  "elements": ["C", "C", "O", "O", "H", "H", "H", "H", "C", "C", "N", "H", "H", "H", "H", "H", "H", "H"],
  "xyz": [[-1.70, 1.69, 1.49], [-1.88, 0.30, 1.11], [-2.22, -0.22, 0.06], [-1.72, -0.40, 2.32], [-0.61, 1.74, 1.68], [-2.49, 2.14, 2.09], [-1.81, 2.34, 0.58], [-1.94, -1.43, 2.13], [2.04, -1.43, -0.58], [1.44, -0.56, -1.75], [0.76, 0.63, -1.29], [1.38, -1.48, 0.17], [3.04, -0.88, -0.34], [2.29, -2.52, -0.84], [2.28, -0.14, -2.46], [0.67, -1.30, -2.30], [-0.10, 0.55, -1.72], [0.56, 0.96, -0.35]],
  "mulliken_charge": [-1.04, 0.71, -0.54, -0.49, 0.29, 0.36, 0.34, 0.37, -0.96, -0.26, -0.56, 0.32, 0.22, 0.27, 0.22, 0.25, 0.28, 0.21],
  "e_tot_ha": -364.17967,
  "gap_ev": 9.46,
  "smiles": "CC(=O)O.CCN"
}

***

# 4
{
  "formula": "C4H11NO2",
  "method": "ωB97M-V/def2-TZVPD",
  "elements": ["C", "N", "O", "H", "H", "H", "H", "H", "C", "C", "C", "O", "H", "H", "H", "H", "H", "H"],
  "xyz": [[-2.25, -0.01, 0.12], [-2.15, 0.11, 1.54], [-1.05, -0.48, -0.57], [-0.44, -1.06, 0.03], [-1.41, 0.74, 1.82], [-2.01, -0.77, 2.00], [-3.05, -0.71, -0.12], [-2.46, 0.95, -0.33], [2.23, -0.87, 0.38], [0.38, 0.76, -0.52], [0.99, 0.98, -1.68], [0.94, -0.36, 0.61], [0.03, 1.56, 0.11], [2.85, -0.17, -0.21], [2.18, -1.81, -0.19], [2.71, -1.05, 1.34], [1.37, 0.19, -2.32], [1.13, 1.99, -2.02]],
  "mulliken_charge": [-0.39, -0.53, -0.39, 0.43, 0.28, 0.26, 0.28, 0.35, -0.77, 0.25, -0.98, -0.46, 0.27, 0.35, 0.26, 0.25, 0.31, 0.23],
  "e_tot_ha": -364.09432,
  "gap_ev": 9.17
}